Molecular formula: C5H14N3
Method: DFT, ωB97M-V with the def2-TZVPD basis set

```
22
Properties=species:S:1:pos:R:3:lowdin_charge:R:1
C -2.47228 0.80753 -0.71581 0.04
C -1.79594 -0.27467 -0.40104 -0.14
N -0.53581 -0.11666 0.37553 -0.25
C -0.40411 -1.01508 1.55513 -0.02
N 0.58070 -0.25461 -0.49087 -0.19
C 1.14698 -1.52182 -0.88142 -0.02
C 1.61782 0.80942 -0.21746 -0.13
N 0.83011 1.94236 0.23463 0.18
H -3.35949 0.69923 -1.21926 0.03
H -2.21652 1.84497 -0.29113 0.10
H -2.24641 -1.33146 -0.67961 0.16
H -1.27834 -0.77581 2.32569 0.15
H -0.42667 -2.11862 1.16897 0.13
H 0.46291 -0.66511 1.94597 0.04
H 0.42956 -2.05701 -1.30664 0.06
H 1.88816 -1.39886 -1.52819 0.07
H 1.48972 -2.01014 -0.07115 0.06
H 2.21895 0.84344 -1.08991 0.13
H 2.26591 0.35936 0.47696 0.12
H 0.42116 2.36329 -0.58343 0.15
H 1.45680 2.53124 0.75226 0.16
H -0.07322 1.33901 0.64079 0.16
```

**Lowest unoccupied orbital energy**: -3.0 eV
**Frontier orbital gap**: 10.0 eV
**Molecular weight**: 116.188 g mol⁻¹
**HOMO energy**: -12.990 eV
**2S+1**: 1
**ΔE to the lowest compared entry with this formula, charge and spin**: 121.40 kcal/mol
**Charge**: +1

***

Molecular formula: C4H10N2
Method: DFT, ωB97M-V with the def2-TZVPD basis set

```
16
Properties=species:S:1:pos:R:3:lowdin_charge:R:1
C -0.83704 1.60558 -0.40407 -0.09
C -0.13420 0.28075 -0.68662 -0.44
C 1.26230 0.53806 -1.24399 -0.09
C -0.02972 -0.54754 0.56624 -0.19
N -0.50819 -1.72404 0.63097 -0.05
N -0.25282 -2.43798 1.77301 -0.03
H -0.27542 2.20028 0.33354 0.08
H -0.90632 2.19112 -1.31771 0.07
H -1.84725 1.45194 0.00274 0.08
H -0.72235 -0.29915 -1.41610 0.14
H 1.91594 1.05469 -0.51958 0.08
H 1.74389 -0.41502 -1.52169 0.08
H 1.23609 1.17811 -2.13374 0.07
H 0.49218 -0.09919 1.42678 0.13
H -0.15660 -1.84504 2.60092 0.08
H -0.98051 -3.13257 1.90931 0.07
```

**Lowest unoccupied orbital energy**: 1.2 eV
**Frontier orbital gap**: 10.0 eV
**Molecular weight**: 86.138 g mol⁻¹
**HOMO energy**: -8.840 eV
**2S+1**: 1
**ΔE to the lowest compared entry with this formula, charge and spin**: 28.00 kcal/mol
**Charge**: 0

***

Molecular formula: C24H29BN9O2RuS3
Method: DFT, ωB97M-V with the def2-TZVPD basis set

```
69
Properties=species:S:1:pos:R:3:lowdin_charge:R:1
Ru -0.40116 0.32107 -1.26645 0.90
C -3.67066 -4.46585 0.12762 -0.10
C -2.67966 -4.69391 -1.00678 -0.24
N -1.42341 -3.93706 -0.89780 -0.04
C -1.36733 -2.57376 -1.04445 -0.80
S -0.01210 -1.96202 -1.97699 0.63
N -2.30545 -1.81044 -0.55812 0.00
N -2.12704 -0.49196 -0.72330 -0.16
C -3.16942 0.29497 -0.54327 -0.27
C -4.41802 -0.24859 0.07589 -0.02
C -3.01611 1.60758 -1.07128 -0.25
C -3.96084 2.63743 -0.91176 -0.01
C -3.75613 3.85944 -1.49861 -0.06
C -2.59708 4.06786 -2.24934 -0.06
C -1.68830 3.03851 -2.33898 -0.18
N -1.87237 1.84102 -1.78498 -0.08
H -4.55744 -5.07889 -0.04139 0.07
H -3.95182 -3.41988 0.17714 0.04
H -3.23579 -4.74570 1.08760 0.06
H -3.16593 -4.45891 -1.96187 0.11
H -2.39643 -5.74673 -1.02854 0.11
H -0.66060 -4.37033 -1.39192 0.08
H -4.17992 -0.70091 1.03614 0.08
H -4.82585 -1.03893 -0.55906 0.08
H -5.17378 0.51733 0.21996 0.06
H -4.83855 2.45877 -0.30900 0.10
H -4.46424 4.66506 -1.35770 0.11
H -2.40662 5.01037 -2.74084 0.10
H -0.76278 3.18140 -2.88259 0.09
O 3.38425 -0.02748 0.54713 0.03
C 2.35597 0.03038 -0.12587 -0.61
O 1.19375 -0.35514 0.21320 -0.17
C 2.46623 0.64290 -1.52138 -0.18
C 3.70379 0.84945 -2.10848 0.00
C 3.77278 1.38336 -3.38241 -0.05
C 2.58282 1.69481 -4.02874 -0.05
C 1.38764 1.46292 -3.37907 -0.12
N 1.32030 0.95497 -2.14311 -0.08
H 4.58392 0.57032 -1.54662 0.12
H 4.72611 1.54239 -3.86829 0.11
H 2.58097 2.11325 -5.02560 0.11
H 0.43958 1.66813 -3.85957 0.10
C 2.26411 4.20857 0.26890 -0.05
N 2.19984 3.19788 1.29854 -0.12
C 3.14172 2.97056 2.27008 -0.04
C 2.67188 1.95693 3.02249 -0.08
N 1.45331 1.55214 2.52672 0.02
B 0.59082 0.41552 3.13645 -0.44
N 1.31504 -0.94164 2.80171 0.02
C 2.64568 -1.17449 2.88702 -0.03
C 2.88309 -2.50105 2.67413 0.01
N 1.67865 -3.09066 2.46339 -0.10
C 1.48034 -4.49210 2.16353 -0.02
C 0.71006 -2.12240 2.54287 -0.71
S -0.93249 -2.44833 2.43838 0.85
C 1.16617 2.33160 1.46469 -0.68
S -0.21478 2.42759 0.45867 0.73
H 3.18266 4.77821 0.39080 0.09
H 1.40540 4.87325 0.34585 0.08
H 2.25100 3.74261 -0.71592 0.08
H 4.06054 3.52648 2.31508 0.12
H 3.10099 1.51670 3.90491 0.12
H -0.49590 0.41128 2.65999 0.05
H 0.59883 0.55098 4.33581 0.08
H 3.35046 -0.38483 3.06881 0.11
H 3.79870 -3.06555 2.66932 0.14
H 1.89308 -5.10780 2.96239 0.10
H 1.97169 -4.74275 1.22473 0.10
H 0.41581 -4.67594 2.07014 0.05
```

**Lowest unoccupied orbital energy (alpha / beta)**: 0.1 / -2.1 eV
**Frontier orbital gap (alpha / beta)**: 6.6 / 4.5 eV
**Molecular weight**: 683.640 g mol⁻¹
**HOMO energy (alpha / beta)**: -6.549 / -6.557 eV
**2S+1**: 2
**ΔE to the lowest compared entry with this formula, charge and spin**: 55.01 kcal/mol
**Charge**: 0